Entry 1:
{
  "formula": "C28H37ClN4P2Ti",
  "method": "ωB97M-V/def2-TZVPD",
  "species": ["Ti", "C", "C", "C", "C", "C", "C", "C", "C", "C", "H", "H", "H", "H", "H", "H", "H", "H", "H", "H", "H", "H", "H", "H", "H", "P", "P", "N", "N", "N", "N", "C", "C", "C", "C", "C", "C", "C", "C", "C", "C", "C", "C", "C", "C", "C", "C", "C", "C", "H", "H", "H", "H", "H", "H", "H", "H", "H", "H", "H", "H", "H", "H", "H", "H", "H", "H", "H", "H", "Cl", "C", "H", "H"],
  "coordinates": [[-0.162, -0.949, 4.426], [-1.201, 1.790, 4.736], [-1.408, 0.835, 3.750], [-0.873, 0.936, 2.344], [0.354, 0.054, 2.036], [1.423, 0.126, 3.118], [1.611, 1.149, 4.015], [1.109, 2.540, 3.868], [-0.155, 2.828, 4.750], [1.394, -1.361, 5.707], [-1.862, 1.791, 5.603], [-2.257, 0.129, 3.896], [-0.624, 1.988, 2.136], [-1.699, 0.623, 1.685], [0.024, -1.013, 1.911], [0.798, 0.353, 1.064], [2.136, -0.712, 3.096], [2.309, 0.968, 4.840], [0.955, 2.819, 2.809], [1.885, 3.237, 4.239], [0.182, 2.983, 5.803], [-0.625, 3.785, 4.429], [1.007, -0.667, 6.495], [2.395, -1.006, 5.430], [1.453, -2.356, 6.211], [1.507, -1.131, -2.084], [-1.820, -0.649, -1.707], [2.919, -0.069, -2.246], [2.162, -2.386, -3.228], [-1.998, 1.124, -1.691], [-3.446, -0.993, -2.359], [0.476, -0.261, -3.390], [-0.987, -0.715, -3.397], [3.504, 0.591, -1.151], [4.533, 1.402, -1.611], [4.586, 1.264, -3.037], [3.565, 0.390, -3.400], [2.281, -3.735, -2.869], [2.753, -4.457, -3.962], [2.923, -3.535, -5.043], [2.510, -2.292, -4.580], [-1.723, 1.859, -0.541], [-1.825, 3.212, -0.793], [-2.144, 3.339, -2.186], [-2.201, 2.051, -2.712], [-4.247, -0.285, -3.265], [-5.300, -1.091, -3.678], [-5.147, -2.357, -3.019], [-4.005, -2.280, -2.232], [0.899, -0.406, -4.404], [0.529, 0.819, -3.183], [-1.538, -0.098, -4.124], [-1.056, -1.760, -3.746], [3.128, 0.425, -0.157], [5.166, 2.041, -1.013], [5.266, 1.727, -3.733], [3.257, 0.080, -4.376], [2.009, -4.061, -1.883], [2.943, -5.520, -3.998], [3.289, -3.722, -6.044], [2.408, -1.371, -5.134], [-1.453, 1.353, 0.352], [-1.668, 4.005, -0.080], [-2.297, 4.244, -2.745], [-2.358, 1.729, -3.731], [-4.018, 0.728, -3.546], [-6.076, -0.798, -4.370], [-5.795, -3.215, -3.124], [-3.533, -3.013, -1.601], [-0.893, 0.191, 7.598], [-1.383, -0.867, 6.229], [-1.496, -1.873, 6.651], [-2.372, -0.505, 5.944]],
  "e_tot_ha": -3299.6903,
  "gap_ha": [0.0746, 0.0745],
  "relative_energy_kcal_mol": 0.0,
  "total_charge": 2,
  "multiplicity": 1
}

***

Entry 2:
{
  "formula": "C28H37ClN7OP",
  "method": "ωB97M-V/def2-TZVPD",
  "species": ["C", "C", "C", "Cl", "P", "N", "C", "O", "H", "H", "H", "H", "H", "H", "H", "C", "C", "C", "N", "C", "H", "H", "H", "H", "H", "C", "C", "C", "N", "C", "H", "H", "H", "H", "H", "C", "C", "C", "N", "C", "H", "H", "H", "H", "H", "C", "C", "C", "N", "C", "H", "H", "H", "H", "H", "C", "C", "C", "N", "C", "H", "H", "H", "H", "H", "C", "C", "C", "N", "C", "H", "H", "H", "H", "H"],
  "coordinates": [[0.377, -3.608, 4.281], [-0.226, -2.133, 4.086], [0.597, -0.927, 4.754], [1.519, -1.341, 6.284], [1.787, -0.007, 3.557], [0.887, 0.595, 2.127], [0.960, -0.317, 1.177], [0.635, -1.318, 0.479], [-0.409, -4.275, 4.808], [1.409, -3.672, 4.766], [0.487, -4.067, 3.217], [-1.289, -2.117, 4.555], [-0.375, -1.950, 2.948], [-0.184, -0.120, 5.058], [2.765, -0.942, 3.044], [-4.475, -3.617, 3.197], [-3.582, -4.703, 3.022], [-3.592, -5.433, 4.186], [-4.455, -4.825, 5.059], [-5.002, -3.720, 4.462], [-4.708, -2.846, 2.477], [-2.997, -4.927, 2.142], [-3.060, -6.330, 4.468], [-4.657, -5.142, 5.994], [-5.715, -3.104, 4.988], [2.509, 4.005, -1.860], [2.163, 2.981, -2.775], [1.621, 1.949, -2.048], [1.631, 2.312, -0.728], [2.166, 3.566, -0.604], [2.958, 4.960, -2.094], [2.296, 2.996, -3.848], [1.231, 0.990, -2.356], [1.295, 1.744, 0.034], [2.257, 4.036, 0.364], [-1.760, -1.329, -4.603], [-1.546, -1.338, -6.003], [-0.318, -0.768, -6.234], [0.216, -0.411, -5.025], [-0.654, -0.754, -4.024], [-2.626, -1.703, -4.076], [-2.217, -1.720, -6.759], [0.220, -0.585, -7.152], [1.110, 0.034, -4.892], [-0.413, -0.559, -2.990], [-0.964, 3.285, 2.916], [-2.297, 3.222, 2.441], [-2.952, 4.334, 2.912], [-2.065, 5.063, 3.658], [-0.849, 4.433, 3.661], [-0.175, 2.570, 2.732], [-2.730, 2.449, 1.822], [-3.971, 4.667, 2.782], [-2.274, 5.928, 4.130], [-0.009, 4.855, 4.193], [5.974, 6.321, -5.283], [4.757, 6.270, -6.005], [3.949, 5.350, -5.381], [4.637, 4.841, -4.311], [5.870, 5.431, -4.241], [6.832, 6.941, -5.501], [4.499, 6.843, -6.884], [2.948, 5.014, -5.606], [4.289, 4.141, -3.674], [6.566, 5.167, -3.459], [-2.112, -5.247, -0.615], [-1.182, -5.560, -1.637], [-0.151, -4.656, -1.543], [-0.426, -3.808, -0.505], [-1.616, -4.163, 0.070], [-3.040, -5.758, -0.402], [-1.259, -6.357, -2.362], [0.752, -4.544, -2.125], [0.156, -3.040, -0.207], [-2.007, -3.615, 0.914]],
  "e_tot_ha": -2349.0738,
  "gap_ha": 0.2627,
  "smiles": "CC[C@@H](Cl)PN=C=O.c1cc[nH]c1.c1cc[nH]c1.c1cc[nH]c1.c1cc[nH]c1.c1cc[nH]c1.c1cc[nH]c1",
  "multiplicity": 1
}

***

Entry 3:
{
  "formula": "C28H37IrN2O2SSb2",
  "method": "ωB97M-V/def2-TZVPD",
  "species": ["Ir", "C", "Sb", "C", "C", "C", "C", "C", "C", "C", "C", "C", "Sb", "C", "C", "H", "H", "H", "H", "H", "H", "H", "H", "H", "H", "H", "H", "H", "H", "H", "H", "H", "H", "H", "H", "N", "C", "S", "C", "C", "C", "N", "C", "C", "H", "H", "H", "H", "H", "H", "C", "C", "C", "C", "C", "C", "C", "C", "C", "C", "O", "O", "H", "H", "H", "H", "H", "H", "H", "H", "H", "H", "H"],
  "coordinates": [[0.575, -0.285, 0.171], [-1.513, -3.372, -0.626], [-1.514, -1.698, 0.668], [-1.707, -2.522, 2.609], [-3.313, -0.598, 0.297], [-3.903, -0.196, 1.619], [-4.881, -0.997, 2.201], [-5.392, -0.704, 3.457], [-4.917, 0.399, 4.151], [-3.957, 1.213, 3.570], [-3.447, 0.936, 2.305], [-2.484, 1.905, 1.680], [-0.418, 1.397, 1.811], [0.565, 3.203, 1.337], [-0.056, 1.030, 3.857], [-1.794, -3.065, -1.631], [-2.253, -4.070, -0.237], [-0.534, -3.846, -0.645], [-2.759, -2.589, 2.883], [-1.193, -1.881, 3.322], [-1.279, -3.524, 2.628], [-3.971, -1.259, -0.266], [-3.035, 0.234, -0.348], [-5.261, -1.853, 1.655], [-6.166, -1.327, 3.885], [-5.313, 0.641, 5.128], [-3.627, 2.104, 4.094], [-2.528, 2.865, 2.199], [-2.685, 2.104, 0.627], [0.341, 3.924, 2.123], [0.183, 3.569, 0.387], [1.640, 3.054, 1.273], [-0.270, 1.933, 4.427], [0.986, 0.752, 4.004], [-0.713, 0.234, 4.202], [6.621, -2.875, 2.640], [5.460, -2.921, 3.225], [5.232, -3.632, 4.748], [4.262, -2.320, 2.579], [4.362, -1.077, 1.959], [3.234, -0.550, 1.357], [2.044, -1.177, 1.357], [1.956, -2.366, 1.969], [3.035, -2.972, 2.592], [7.471, -3.231, 3.067], [6.706, -2.538, 1.688], [5.279, -0.504, 1.945], [3.285, 0.395, 0.831], [0.993, -2.855, 1.955], [2.901, -3.949, 3.034], [0.528, 2.613, -7.506], [0.571, 2.108, -6.095], [-0.125, 2.760, -5.080], [-0.132, 2.293, -3.780], [-0.885, 3.086, -2.742], [0.629, 1.140, -3.477], [1.357, 0.469, -4.484], [2.120, -0.810, -4.252], [1.295, 0.965, -5.775], [0.666, 0.650, -2.110], [-0.393, 0.618, -1.357], [1.724, 0.198, -1.532], [0.220, 3.655, -7.550], [-0.187, 2.028, -8.089], [1.499, 2.511, -7.989], [-0.676, 3.662, -5.316], [-1.361, 3.946, -3.207], [-0.204, 3.465, -1.975], [-1.658, 2.494, -2.256], [2.658, -0.815, -3.309], [2.837, -0.964, -5.056], [1.436, -1.663, -4.267], [1.835, 0.449, -6.559]],
  "e_tot_ha": -2331.2025,
  "gap_ha": [0.1961, 0.1184],
  "relative_energy_kcal_mol": 9.7,
  "total_charge": 3,
  "multiplicity": 2
}